(1)
A cluster of 10 separate species, C6H34N2O9 in total at a distorted geometry, computed with ωB97M-V/def2-TZVPD.

Its HOMO energy is -8.83 eV. The calculation puts the energy relative to the best compared isomer or geometry (same formula, charge and spin) at 62.5 kcal/mol. As for the total charge: 0. The value obtained for the HOMO-LUMO gap is 0.3353 Ha. As for the structure (SMILES): CCNCCNCC.O.O.O.O.O.O.O.O.O.

Each line ends with the natural charge from an NBO analysis.
Cartesian coordinates (Å):
C1 0.876 1.305 -1.110  -0.234
N1 0.080 0.371 -1.915  -0.652
C2 0.923 -0.265 -2.942  -0.215
C3 1.471 -1.635 -2.491  -0.628
C4 0.126 2.213 -0.137  -0.228
N2 0.931 2.552 1.033  -0.653
C5 0.651 1.838 2.253  -0.240
C6 1.913 1.560 3.087  -0.644
H1 1.704 0.835 -0.572  0.173
H2 1.398 1.939 -1.823  0.183
H3 -0.130 -0.390 -1.282  0.365
H4 0.367 -0.409 -3.855  0.193
H5 1.830 0.311 -3.112  0.185
H6 0.631 -2.307 -2.278  0.201
H7 2.002 -1.522 -1.549  0.216
H8 2.007 -2.075 -3.335  0.216
H9 -0.128 3.142 -0.645  0.184
H10 -0.826 1.794 0.206  0.195
H11 1.051 3.540 1.086  0.374
H12 -0.001 2.398 2.949  0.169
H13 -0.010 0.992 2.102  0.203
H14 2.818 1.875 2.571  0.222
H15 2.086 0.487 3.149  0.220
H16 1.946 1.945 4.096  0.213
H17 -2.601 -0.764 -1.616  0.483
H18 -2.872 -1.781 -2.740  0.478
O1 -3.152 -0.933 -2.379  -0.961
H19 -1.785 -2.817 1.316  0.465
H20 -0.316 -2.905 1.055  0.503
O2 -1.164 -2.898 0.572  -0.983
H21 1.265 -1.771 2.542  0.480
H22 -0.262 -1.776 2.925  0.503
O3 0.516 -2.356 2.731  -0.995
H23 -1.747 -0.276 3.602  0.467
H24 -2.445 -0.696 2.386  0.501
O4 -1.914 -1.100 3.137  -0.996
H25 3.911 -0.841 0.668  0.512
H26 2.822 0.368 1.145  0.485
O5 3.410 -0.357 1.353  -1.015
H27 -3.004 -1.156 0.545  0.487
H28 -3.507 0.324 0.545  0.527
O6 -2.874 -0.293 0.939  -0.973
H29 -4.202 0.832 -1.778  0.496
H30 -3.284 1.945 -1.393  0.508
O7 -3.819 1.245 -0.993  -1.000
H31 -1.508 1.477 -2.410  0.506
H32 -1.194 2.949 -2.648  0.468
O8 -1.932 2.326 -2.660  -0.984
H33 5.376 -2.106 -1.009  0.490
H34 4.300 -2.889 -0.177  0.488
O9 4.513 -2.047 -0.569  -0.958

---

(2)
A cluster of 8 separate species, C4H26N2O7S in total at a distorted geometry, computed with ωB97M-V/def2-TZVPD.

Its HOMO energy is -8.42 eV. The calculation puts the energy relative to the best compared isomer or geometry (same formula, charge and spin) at 31.6 kcal/mol. As for the total charge: 0. The value obtained for the HOMO-LUMO gap is 0.3137 Ha. As for the structure (SMILES): NC[C@H](N)CCS.O.O.O.O.O.O.O.

Each line ends with the natural charge from an NBO analysis.
Cartesian coordinates (Å):
N1 -1.258 0.456 1.228  -0.887
C1 -1.421 0.684 -0.207  -0.093
C2 -0.095 1.380 -0.586  -0.419
C3 0.016 1.635 -2.103  -0.566
S1 1.671 2.003 -2.716  -0.045
C4 -2.553 1.769 -0.440  -0.231
N2 -3.403 1.710 -1.627  -0.845
H1 -0.895 1.197 1.809  0.378
H2 -2.002 0.009 1.759  0.360
H3 -1.814 -0.189 -0.749  0.239
H4 0.891 1.025 -0.313  0.218
H5 -0.295 2.356 -0.110  0.206
H6 -0.708 2.224 -2.663  0.228
H7 -0.291 0.697 -2.604  0.242
H8 1.673 3.300 -2.310  0.125
H9 -2.053 2.748 -0.358  0.166
H10 -3.211 1.822 0.433  0.191
H11 -4.220 1.159 -1.418  0.362
H12 -2.869 1.404 -2.429  0.361
H13 1.315 -0.884 -1.208  0.494
H14 0.479 -1.344 0.151  0.523
O1 0.722 -1.490 -0.773  -1.015
H15 0.989 -3.684 0.255  0.505
H16 2.331 -3.507 -0.398  0.479
O2 1.947 -3.715 0.455  -0.946
H17 -0.471 -4.126 2.233  0.487
H18 -1.161 -2.697 2.067  0.490
O3 -0.602 -3.356 1.660  -0.972
H19 -1.846 -2.142 -3.111  0.467
H20 -0.920 -1.942 -1.970  0.496
O4 -1.618 -1.463 -2.457  -0.962
H21 2.324 -1.261 2.358  0.469
H22 2.174 -2.097 1.020  0.511
O5 2.122 -1.194 1.422  -1.014
H23 1.220 1.041 2.734  0.460
H24 2.216 1.860 3.274  0.482
O6 1.281 1.969 3.018  -0.945
H25 3.772 0.186 1.726  0.480
H26 2.855 1.308 1.265  0.478
O7 3.708 1.148 1.685  -0.958

---

(3)
A structure of composition C28H46BeBrN3P2S at a distorted geometry, computed with ωB97M-V/def2-TZVPD.

Its HOMO energy (alpha / beta) is -10.58 / -10.31 eV. The calculation puts the energy relative to the best compared isomer or geometry (same formula, charge and spin) at 140.3 kcal/mol. As for the total charge: +2. The value obtained for the HOMO-LUMO gap (alpha / beta) is 0.1086 / 0.0905 Ha.

Each line ends with the Mulliken charge.
Cartesian coordinates (Å):
C1 -1.583 1.743 -8.128  -0.545
C2 -0.810 2.532 -7.248  -0.256
C3 -0.382 3.804 -7.727  -0.452
C4 -0.613 4.116 -9.075  -0.352
N1 -1.246 3.307 -9.909  -0.526
C5 -1.782 2.184 -9.448  -0.257
C6 -0.382 2.097 -5.962  -2.342
C7 0.326 1.996 -4.888  3.291
C8 0.829 1.463 -3.654  0.857
C9 0.347 2.053 -2.465  0.025
C10 0.771 1.569 -1.230  1.475
C11 1.799 0.597 -1.078  -0.985
C12 2.272 0.012 -2.278  -0.490
C13 1.813 0.454 -3.534  -0.766
Be1 0.153 3.551 -5.347  -0.376
P1 -2.045 1.316 0.904  0.893
H1 0.371 4.425 -7.229  0.316
H2 -1.893 0.752 -7.843  0.419
H3 -0.183 5.038 -9.470  0.365
H4 -2.337 1.562 -10.154  0.363
H5 2.148 -0.044 -4.449  0.519
H6 -0.489 2.755 -2.529  -0.426
H7 2.946 -0.838 -2.216  0.582
H8 0.280 1.991 -0.347  -0.574
C14 -1.357 0.835 2.521  -0.002
C15 -1.399 1.854 3.677  -1.430
H9 -0.303 0.556 2.331  0.190
H10 -1.880 -0.080 2.831  0.150
H11 -1.007 1.368 4.586  0.450
H12 -0.756 2.728 3.491  0.289
H13 -2.419 2.201 3.906  0.295
C16 -1.782 3.115 0.843  -0.003
C17 -2.458 3.954 -0.261  -1.407
H14 -0.702 3.339 0.866  -0.209
H15 -2.177 3.471 1.809  0.674
H16 -2.573 4.994 0.094  0.440
H17 -1.844 3.995 -1.173  0.206
H18 -3.461 3.583 -0.525  0.326
C18 -3.851 1.132 0.795  -0.640
C19 -4.623 1.824 1.921  -1.181
H19 -4.078 0.053 0.746  0.504
H20 -4.132 1.554 -0.187  0.461
H21 -5.687 1.576 1.806  0.435
H22 -4.305 1.475 2.914  0.278
H23 -4.538 2.921 1.879  0.305
Br1 2.286 0.042 0.640  0.049
P2 3.294 4.289 -0.579  -0.481
C20 1.799 4.037 0.445  0.741
C21 1.942 4.755 1.785  -1.512
H24 1.678 2.961 0.604  -0.587
H25 0.948 4.413 -0.132  0.475
H26 0.967 4.885 2.264  0.352
H27 2.577 4.191 2.479  0.298
H28 2.392 5.744 1.649  0.474
C22 4.252 2.778 -0.083  0.451
C23 5.767 2.917 0.019  -1.499
H29 3.974 1.987 -0.789  -0.221
H30 3.851 2.467 0.891  0.269
H31 6.174 1.991 0.443  0.389
H32 6.215 3.069 -0.968  0.324
H33 6.048 3.745 0.679  0.373
C24 3.018 4.086 -2.363  0.488
C25 3.762 5.236 -3.065  -1.414
H34 1.935 4.122 -2.537  -0.186
H35 3.381 3.094 -2.669  0.214
H36 3.636 5.166 -4.151  0.396
H37 3.363 6.199 -2.715  0.372
H38 4.835 5.201 -2.823  0.336
C26 -1.355 -2.604 3.050  -1.226
N2 -1.844 -2.213 1.712  -0.192
C27 -1.021 -1.803 0.713  0.687
S1 -1.488 -0.438 -0.339  -0.184
N3 0.078 -2.486 0.415  -0.002
C28 0.528 -3.710 1.076  -1.041
H39 -0.395 -2.137 3.316  0.423
H40 -1.279 -3.691 3.126  0.393
H41 -2.091 -2.280 3.792  0.399
H42 -2.777 -1.818 1.675  0.386
H43 0.684 -2.077 -0.294  0.279
H44 1.288 -4.181 0.443  0.374
H45 0.978 -3.499 2.060  0.339
H46 -0.315 -4.402 1.186  0.375

---

(4)
The molecule C6H8S at a distorted geometry, computed with ωB97M-V/def2-TZVPD.

Its HOMO energy is -7.95 eV. The calculation puts the energy relative to the best compared isomer or geometry (same formula, charge and spin) at 21.9 kcal/mol. As for the total charge: 0. The value obtained for the HOMO-LUMO gap is 0.3277 Ha. As for the structure (SMILES): C[C@@]12C[C@@H]1C=CS2.

Each line ends with the natural charge from an NBO analysis.
Cartesian coordinates (Å):
C1 1.606 -0.990 -0.572  -0.617
C2 0.435 -0.424 0.191  -0.130
C3 0.570 0.694 1.177  -0.418
C4 -0.161 0.969 -0.093  -0.276
C5 -1.591 0.865 -0.335  -0.234
C6 -2.111 -0.360 -0.070  -0.366
H1 2.397 -0.246 -0.726  0.217
H2 1.267 -1.317 -1.559  0.218
H3 1.940 -1.869 -0.016  0.217
H4 1.574 1.090 1.394  0.224
H5 -0.020 0.557 2.072  0.223
H6 0.392 1.636 -0.795  0.222
H7 -2.197 1.665 -0.776  0.225
H8 -3.118 -0.683 -0.320  0.231
S1 -0.984 -1.587 0.429  0.263

---

(5)
A structure of composition C8H10CoF6N4O16 at a distorted geometry, computed with ωB97M-V/def2-TZVPD.

Its HOMO energy (alpha / beta) is -3.21 / -3.17 eV. The calculation puts the energy relative to the best compared isomer or geometry (same formula, charge and spin) at 0.0 kcal/mol. As for the spin multiplicity: 4. Its expectation value of S² is 3.755. As for the total charge: -2. The value obtained for the HOMO-LUMO gap (alpha / beta) is 0.2887 / 0.2872 Ha.

Each line ends with the Mulliken spin population.
Cartesian coordinates (Å):
Co1 0.184 0.460 -0.593  2.817
N1 -0.202 3.296 0.788  0.002
O1 -1.110 3.417 1.624  0.005
O2 0.243 4.235 0.156  0.008
O3 0.325 2.140 0.638  0.018
N2 0.143 -2.567 -1.868  0.003
O4 0.310 -2.698 -3.071  0.000
O5 0.043 -3.550 -1.108  0.001
O6 0.079 -1.415 -1.357  0.028
N3 -1.245 1.694 -3.009  0.000
O7 -1.410 0.901 -3.926  0.007
O8 -1.110 2.898 -3.191  0.008
O9 -1.313 1.266 -1.794  0.027
N4 2.386 1.427 -2.724  0.001
O10 2.784 2.574 -2.884  0.006
O11 2.517 0.560 -3.589  0.004
O12 1.936 1.086 -1.577  0.027
C1 -4.173 1.178 -0.520  0.000
C2 -3.336 1.629 0.654  0.000
O13 -3.301 0.600 1.688  0.000
C3 -2.315 -0.254 1.592  0.006
O14 -1.471 -0.289 0.743  0.013
C4 -2.352 -1.367 2.672  0.001
F1 -2.282 -2.561 2.102  0.000
F2 -1.290 -1.230 3.478  0.000
F3 -3.448 -1.314 3.436  0.000
H1 -4.469 2.052 -1.101  0.000
H2 -5.068 0.596 -0.286  0.000
H3 -3.569 0.539 -1.168  0.000
H4 -3.727 2.504 1.169  0.000
H5 -2.349 1.918 0.300  0.001
C5 3.282 -1.969 -1.115  -0.001
C6 2.795 -2.569 0.189  0.000
O15 3.115 -1.802 1.357  0.001
C7 2.254 -0.881 1.715  0.007
O16 1.344 -0.513 1.028  0.005
C8 2.605 -0.209 3.069  0.000
F4 3.787 -0.590 3.546  0.000
F5 2.596 1.108 2.913  0.000
F6 1.653 -0.514 3.965  0.000
H6 4.357 -1.789 -1.065  0.000
H7 2.762 -1.044 -1.382  0.002
H8 3.034 -2.638 -1.940  0.000
H9 3.285 -3.538 0.305  0.000
H10 1.723 -2.775 0.142  0.000

---

(6)
A structure of composition C14H34BaNO10P at a distorted geometry, computed with ωB97M-V/def2-TZVPD.

Its HOMO energy is 0.27 eV. As for the total charge: -2. The value obtained for the HOMO-LUMO gap is 0.0931 Ha.

Each line ends with the natural charge from an NBO analysis.
Cartesian coordinates (Å):
Ba1 1.683 -2.493 0.200  0.865
C1 -4.911 1.374 -0.091  -0.597
C2 -3.849 2.440 -0.724  0.138
C3 -4.555 3.820 -0.264  -0.386
C4 -3.484 4.984 -0.332  -0.402
C5 -2.202 4.771 0.523  -0.406
C6 -1.545 3.397 0.114  0.141
N1 -2.524 2.286 -0.024  -0.235
O1 -2.044 0.998 0.103  -0.827
C7 -0.446 3.181 1.260  -0.603
C8 -0.814 3.655 -1.194  -0.650
C9 -3.827 2.377 -2.205  -0.639
H1 -5.024 1.604 0.969  0.206
H2 -4.693 0.326 -0.293  0.225
H3 -5.853 1.409 -0.638  0.167
H4 -5.050 3.869 0.706  0.197
H5 -5.314 4.053 -1.011  0.179
H6 -4.065 5.819 0.058  0.180
H7 -3.274 5.320 -1.347  0.185
H8 -2.483 4.803 1.576  0.195
H9 -1.455 5.553 0.389  0.186
H10 0.184 2.295 1.177  0.224
H11 -0.909 3.017 2.233  0.209
H12 0.186 4.064 1.363  0.173
H13 0.065 4.253 -0.956  0.178
H14 -1.399 4.131 -1.981  0.185
H15 -0.490 2.697 -1.600  0.222
H16 -4.792 2.688 -2.606  0.179
H17 -3.577 1.444 -2.710  0.218
H18 -3.128 3.112 -2.603  0.196
P1 0.380 -5.543 3.004  2.423
O2 0.147 -4.325 3.897  -1.101
O3 -0.497 -6.565 3.722  -1.004
O4 1.782 -5.704 2.448  -1.255
O5 -0.659 -5.157 1.871  -0.946
C10 5.621 -6.344 -1.652  -0.246
O6 4.538 -5.573 -1.225  -0.725
H19 5.247 -7.130 -2.309  0.159
H20 6.322 -5.700 -2.184  0.164
H21 6.182 -6.682 -0.781  0.164
H22 4.220 -6.025 -0.440  0.483
C11 3.346 -2.011 6.745  -0.097
C12 3.884 -1.826 5.311  -0.097
O7 2.805 -1.510 4.463  -0.711
O8 2.653 -3.252 6.837  -0.729
H23 2.591 -1.254 6.957  0.163
H24 4.055 -1.918 7.567  0.170
H25 4.314 -2.777 4.998  0.179
H26 4.558 -0.971 5.264  0.163
H27 2.160 -2.138 4.795  0.467
H28 1.951 -3.306 6.184  0.485
C13 1.701 0.183 -5.819  -0.100
C14 0.706 -0.658 -4.986  -0.091
O9 1.420 -1.713 -4.344  -0.719
O10 1.855 -0.467 -7.111  -0.737
H29 2.663 0.437 -5.373  0.179
H30 1.145 1.082 -6.083  0.183
H31 -0.050 -1.038 -5.673  0.170
H32 0.192 -0.009 -4.276  0.199
H33 2.160 -1.996 -4.887  0.453
H34 2.198 -1.359 -7.013  0.452